Entry i
# C5H14N2

An isolated ion of composition C5H14N2 and charge +1 (the ωB97M-V functional and the def2-TZVPD basis, the Open Molecules 2025 dataset).

Geometry as XYZ:
```
21
C5H14N2 (the ωB97M-V functional and the def2-TZVPD basis)
C 1.08447 1.27563 1.06912
N 0.87166 -0.35399 0.98431
C 1.31820 -0.90890 2.27091
C 0.38585 -1.12576 -0.16408
C -0.11336 -0.36478 -1.30139
N -1.31109 0.27536 -1.00380
C -2.31478 0.53580 -1.98019
H 0.81956 1.81445 0.12654
H 0.36640 1.55559 1.87426
H 2.10923 1.51324 1.31400
H 1.67648 -1.90494 2.04301
H 0.53432 -1.00537 3.02036
H 2.04364 -0.16631 2.69867
H -0.41517 -1.76699 0.21358
H 1.34474 -1.73660 -0.35311
H 0.70989 0.39903 -1.59353
H -0.21759 -1.06367 -2.20425
H -1.19646 0.99702 -0.26523
H -2.54206 -0.31863 -2.61513
H -1.94698 1.44493 -2.59032
H -3.20696 0.90490 -1.54373
```

Results
- HOMO-LUMO gap (alpha / beta): 9.38 / 5.62 eV
- Net charge: +1
- HOMO energy (alpha / beta): -12.25 / -12.24 eV
- 2S+1: 2
- LUMO energy (alpha / beta): -2.880 / -6.621 eV

***

Entry ii
# C5H14N2

An isolated ion of composition C5H14N2 and charge +1 (the ωB97M-V functional and the def2-TZVPD basis, the Open Molecules 2025 dataset).

Geometry as XYZ:
```
21
C5H14N2 (the ωB97M-V functional and the def2-TZVPD basis)
N 2.46296 0.54751 1.85942
C 2.67406 0.15051 0.44822
C 1.53950 0.75987 -0.35821
N 0.25278 0.43386 0.28817
C -0.82433 0.03969 -0.59943
C -2.18922 -0.14928 0.01632
C -2.95295 -1.12760 -0.89873
H 2.14697 -0.23557 2.40596
H 3.26670 1.05369 2.19479
H 2.59491 -0.94188 0.42270
H 3.65279 0.42835 0.10001
H 1.52874 0.31487 -1.36325
H 1.56330 1.79681 -0.81563
H 0.02624 1.21702 0.90423
H -0.85409 0.87169 -1.34830
H -0.52392 -0.91296 -1.04024
H -2.10715 -0.64478 1.01099
H -2.79900 0.74280 0.15452
H -3.01199 -0.86433 -1.97373
H -2.51190 -2.13689 -0.91594
H -3.93438 -1.34341 -0.49187
```

Results
- HOMO-LUMO gap (alpha / beta): 10.80 / 5.72 eV
- Net charge: +1
- HOMO energy (alpha / beta): -13.62 / -13.60 eV
- 2S+1: 2
- LUMO energy (alpha / beta): -2.819 / -7.885 eV

***

Entry iii
# C5H14N2

An isolated ion of composition C5H14N2 and charge +1 (the ωB97M-V functional and the def2-TZVPD basis, the Open Molecules 2025 dataset).

Geometry as XYZ:
```
21
C5H14N2 (the ωB97M-V functional and the def2-TZVPD basis)
N -1.10880 -2.36134 -0.57595
C -0.95524 -0.93083 -0.37336
C -2.00535 -0.19839 0.52710
C 0.47992 -0.70958 0.17358
N 0.85024 0.72429 0.25747
C 0.85442 1.42440 -1.01015
C 1.86426 1.12152 1.21599
H -1.06115 -2.55366 -1.57237
H -2.04769 -2.62888 -0.28809
H -0.94385 -0.31377 -1.28701
H -2.95473 -0.63503 0.23943
H -1.75564 -0.23202 1.57966
H -1.93606 0.83494 0.19980
H 0.53909 -1.20638 1.14508
H 1.24810 -1.13267 -0.48525
H -0.08675 1.89288 -1.30711
H 1.16751 0.75043 -1.80486
H 1.51026 2.29347 -0.89806
H 2.05212 0.53726 2.11433
H 2.79143 1.20786 0.64033
H 1.49792 2.11549 1.50946
```

Results
- HOMO-LUMO gap (alpha / beta): 10.73 / 6.42 eV
- Net charge: +1
- HOMO energy (alpha / beta): -13.54 / -13.52 eV
- 2S+1: 2
- LUMO energy (alpha / beta): -2.801 / -7.101 eV

***

Entry iv
# C5H14N2

An isolated ion of composition C5H14N2 and charge +1 (the ωB97M-V functional and the def2-TZVPD basis, the Open Molecules 2025 dataset).

Geometry as XYZ:
```
21
C5H14N2 (the ωB97M-V functional and the def2-TZVPD basis)
C -2.88661 -0.07541 -1.55088
C -2.02186 1.13761 -1.07564
C -0.53118 0.83048 -1.07368
C -0.00145 -0.00876 0.05699
N 1.43930 -0.17683 0.04775
C 1.96622 -1.15254 1.17237
N 2.15675 -0.50728 2.40449
H -3.85489 0.34527 -1.81274
H -3.02422 -0.80489 -0.74794
H -2.32636 -0.53308 -2.35715
H -2.41551 1.52303 -0.13976
H -2.14318 1.93315 -1.81856
H -0.26275 0.43410 -2.06548
H -0.00614 1.79604 -1.03418
H -0.55961 -0.93907 0.17622
H -0.09106 0.57309 0.99933
H 1.82421 -0.40949 -0.87616
H 1.25528 -1.96787 1.26518
H 2.93717 -1.43080 0.75872
H 1.36393 -0.20864 2.93211
H 2.89520 0.18596 2.39376
```

Results
- HOMO-LUMO gap (alpha / beta): 11.73 / 6.56 eV
- Net charge: +1
- HOMO energy (alpha / beta): -14.72 / -14.63 eV
- 2S+1: 2
- LUMO energy (alpha / beta): -2.988 / -8.071 eV

***

Energy ordering: entry iii at the bottom, the next structure 8.2 kcal/mol above.

***

Entry i
# C5H8NS

C5H8NS as an isolated structure (the ωB97M-V functional and the def2-TZVPD basis, the Open Molecules 2025 dataset).

Geometry as XYZ:
```
15
C5H8NS (the ωB97M-V functional and the def2-TZVPD basis)
C -1.19392 0.89664 0.02554
C -0.49162 -1.09709 -0.07904
C -1.46614 2.22109 0.12275
C 0.29179 -2.32058 -0.12304
C 1.36654 0.67985 0.10033
N 0.06024 0.13938 -0.00985
S -2.14019 -0.62301 -0.15046
H -2.53151 2.50899 0.09130
H -0.67446 3.06089 0.17720
H 0.31156 -2.68386 -1.16591
H -0.23198 -3.03387 0.53538
H 1.27755 -2.04807 0.19874
H 1.76582 1.05126 -0.89080
H 2.07270 -0.15811 0.35280
H 1.58360 1.40649 0.81506
```

Results
- HOMO-LUMO gap: 9.69 eV
- Net charge: +1
- HOMO energy: -14.53 eV
- 2S+1: 1
- LUMO energy: -4.840 eV

***

Entry ii
# C5H8NS

An isolated ion of composition C5H8NS and charge +1 (the ωB97M-V functional and the def2-TZVPD basis, the Open Molecules 2025 dataset).

Geometry as XYZ:
```
15
C5H8NS (the ωB97M-V functional and the def2-TZVPD basis)
C 0.12074 -0.70082 -0.16708
C 0.39142 -3.17606 -0.29147
C -1.06344 -0.56501 0.41247
C -0.52101 2.32193 0.05883
C 0.93009 1.96927 -0.10787
N 0.77913 -1.99644 -0.10972
S 1.09282 0.47907 -1.10391
H 1.20081 -4.00533 -0.22634
H -0.73345 -3.28819 -0.53595
H -1.52889 -1.38491 0.97821
H -1.49621 0.51793 0.47153
H -1.08589 2.62475 -0.84772
H -0.97669 2.53209 1.07101
H 1.57472 2.77932 -0.52538
H 1.31586 1.89239 0.92338
```

Results
- HOMO-LUMO gap (alpha / beta): 5.23 / 5.43 eV
- Net charge: +1
- HOMO energy (alpha / beta): -13.01 / -13.03 eV
- 2S+1: 1
- LUMO energy (alpha / beta): -7.782 / -7.604 eV

***

Energy ordering: entry i at the bottom, the next structure 90.6 kcal/mol above.

***

Entry i
# C3H3N3O2

One molecule with the formula C3H3N3O2 (the ωB97M-V functional and the def2-TZVPD basis, the Open Molecules 2025 dataset).

Geometry as XYZ:
```
11
C3H3N3O2 (the ωB97M-V functional and the def2-TZVPD basis)
O -0.54095 -0.30403 2.22627
N -0.59684 -0.77580 1.07168
O -1.17593 -1.73126 0.59892
C 0.01255 -0.04591 0.07118
C 0.82147 0.99275 0.20229
N 1.16481 1.54955 -0.90798
N 0.52987 0.77343 -1.94061
C -0.05263 -0.28179 -1.34280
H 1.48816 1.18423 1.14447
H 0.39391 1.16594 -2.86244
H -0.52029 -0.88838 -2.02927
```

Results
- HOMO-LUMO gap: 9.64 eV
- Net charge: 0
- HOMO energy: -10.11 eV
- 2S+1: 1
- SMILES: O=[N+]([O-])c1cn[nH]c1
- LUMO energy: -0.468 eV

***

Entry ii
# C3H3N3O2

One molecule with the formula C3H3N3O2 (the ωB97M-V functional and the def2-TZVPD basis, the Open Molecules 2025 dataset).

Geometry as XYZ:
```
11
C3H3N3O2 (the ωB97M-V functional and the def2-TZVPD basis)
O 1.92125 -2.07987 -1.17622
C 1.16783 -1.21614 -0.79543
C -0.04161 -0.68371 -1.61098
N -0.73439 0.10263 -0.91403
C -0.03166 0.13589 0.38440
N -0.42186 0.80843 1.55036
O -1.14082 1.93681 1.36049
N 1.00239 -0.61083 0.46925
H -0.18048 -0.87350 -2.64046
H 0.48986 0.97334 2.05602
H -2.03051 1.50695 1.31660
```

Results
- HOMO-LUMO gap: 8.82 eV
- Net charge: 0
- HOMO energy: -10.07 eV
- 2S+1: 1
- SMILES: O=C1C=NC(NO)=N1
- LUMO energy: -1.243 eV

***

Energy ordering: entry ii at the bottom, the next structure 43.5 kcal/mol above.

***

Entry i
# C3H3N3O2

One molecule with the formula C3H3N3O2 (the ωB97M-V functional and the def2-TZVPD basis, the Open Molecules 2025 dataset).

Geometry as XYZ:
```
11
C3H3N3O2 (the ωB97M-V functional and the def2-TZVPD basis)
O 2.20095 -1.32436 -0.07375
C 1.22251 -0.64141 -0.03259
N -0.03849 -1.19742 0.01162
C -0.97741 -0.38427 -0.04158
O -2.17310 -0.89484 0.01050
C -0.82112 1.11308 -0.15596
N 0.41079 1.63581 0.09780
N 1.37148 0.69807 -0.02598
H -1.89798 -1.80039 0.22747
H -1.62455 1.78761 -0.25442
H 2.32690 1.00812 0.23689
```

Results
- HOMO-LUMO gap: 9.47 eV
- Net charge: 0
- HOMO energy: -9.79 eV
- 2S+1: 1
- SMILES: O=c1nc(O)cn[nH]1
- LUMO energy: -0.329 eV

***

Entry ii
# C3H3N3O2

One molecule with the formula C3H3N3O2 (the ωB97M-V functional and the def2-TZVPD basis, the Open Molecules 2025 dataset).

Geometry as XYZ:
```
11
C3H3N3O2 (the ωB97M-V functional and the def2-TZVPD basis)
N -1.63423 -0.92489 -2.94570
C -1.15843 -0.45798 -1.98851
C -0.49987 -0.00023 -0.81410
N -1.07649 0.96509 -0.15920
O -0.31506 1.46704 0.87895
C 0.47323 0.47255 1.46645
O 1.47364 -0.06893 0.60397
N 0.81886 -0.49485 -0.52545
H 0.97376 0.95738 2.33534
H -0.07518 -0.41925 1.78490
H 1.01977 -1.49594 -0.63665
```

Results
- HOMO-LUMO gap: 9.94 eV
- Net charge: 0
- HOMO energy: -9.80 eV
- 2S+1: 1
- SMILES: N#CC1=NOCON1
- LUMO energy: 0.134 eV

***

Entry iii
# C3H3N3O2

One molecule with the formula C3H3N3O2 (the ωB97M-V functional and the def2-TZVPD basis, the Open Molecules 2025 dataset).

Geometry as XYZ:
```
11
C3H3N3O2 (the ωB97M-V functional and the def2-TZVPD basis)
O 0.41402 -1.74309 -1.94181
N -0.21285 -0.50872 -1.88647
C -0.12894 -0.10368 -0.69482
N 0.45377 -0.86169 0.35950
C 0.49646 -0.29865 1.50341
O -0.13145 0.90786 1.83081
C -0.62237 1.59840 0.76087
N -0.61831 1.18791 -0.45981
H 0.35915 -2.03078 -2.85491
H 0.98515 -0.73042 2.36958
H -0.99463 2.58287 1.01364
```

Results
- HOMO-LUMO gap: 9.50 eV
- Net charge: 0
- HOMO energy: -8.92 eV
- 2S+1: 1
- SMILES: ON=c1ncocn1
- LUMO energy: 0.581 eV

***

Energy ordering: entry i at the bottom, the next structure 35.7 kcal/mol above.